14
Properties=species:S:1:pos:R:3:forces:R:3:nbo_charge:R:1 method="wB97M-V/def2-TZVPD" charge=0 lumo_energy_ev="-1.24 / 0.45" relative_energy_kcal_mol=95.1
C 0.6349 0.6376 1.4099 0.270 0.542 1.557 -0.295
H -0.2802 0.3177 1.8785 -0.082 0.160 -0.041 0.183
C 0.8665 0.9302 0.0089 0.851 -1.003 -0.685 -0.482
H 1.5498 0.6312 2.0107 -0.515 -0.028 0.060 0.178
H 1.5166 0.0487 -0.2022 0.475 0.758 -0.335 0.255
H -1.3810 -2.4268 0.2663 0.291 -0.016 -0.141 0.123
H -2.0771 -0.0684 0.1326 0.231 -0.211 0.131 0.203
H 0.2216 0.1453 -1.8480 -0.329 0.064 0.045 0.239
H 1.4271 1.8708 -0.1364 -0.186 -0.401 -0.211 0.225
C -1.1134 -0.3712 -0.2712 -0.480 0.177 -1.056 -0.089
C -0.2665 0.6094 -0.9843 0.060 0.579 0.029 -0.481
C -0.6891 -1.7197 -0.2375 0.255 -0.699 0.240 0.256
H -0.8083 1.4934 -1.3305 -0.093 -0.103 0.238 0.219
O 0.3991 -2.0983 -0.6967 -0.748 0.182 0.169 -0.534

=====

14
Properties=species:S:1:pos:R:3:forces:R:3:nbo_charge:R:1 method="wB97M-V/def2-TZVPD" charge=0 lumo_energy_ev=1.12 relative_energy_kcal_mol=44.6 smiles="C1=CCOCC1"
H -1.7534 -0.7010 1.5258 0.078 0.083 -0.116 0.209
H -0.1241 0.3072 -1.7145 0.242 -0.190 0.174 0.218
H 0.9032 -1.1357 -1.8165 0.019 0.029 0.264 0.223
C -1.2167 -0.3334 0.6551 0.184 -0.131 0.020 -0.239
C -0.8221 1.1196 0.5617 -0.173 0.005 0.018 -0.122
H 1.5130 -0.7211 0.6224 0.165 0.998 -0.167 0.153
O 0.6217 1.2030 0.6074 0.119 0.044 0.012 -0.534
C 0.3950 -0.4615 -1.1226 0.008 -0.096 0.088 -0.486
H -0.2257 -2.1475 0.1745 -0.869 -0.117 -0.532 0.211
H -1.1811 1.6439 -0.3391 0.045 -0.275 0.160 0.181
H 2.2909 0.5299 -0.3680 -0.314 0.249 -0.239 0.196
C 1.3101 0.1572 -0.0581 0.406 -0.614 0.248 -0.052
H -1.1805 1.6869 1.4234 0.080 -0.085 -0.081 0.204
C -0.5302 -1.1476 -0.1515 0.010 0.099 0.150 -0.161

=====

14
Properties=species:S:1:pos:R:3:forces:R:3:nbo_charge:R:1 method="wB97M-V/def2-TZVPD" charge=0 lumo_energy_ev=0.93 relative_energy_kcal_mol=66.7 smiles="CC=C=COC"
O -2.0262 -0.8390 -0.6368 -0.065 0.188 -0.139 -0.493
C -0.8402 -0.7874 -1.2899 0.087 -0.041 -0.114 0.143
H -1.3595 0.1936 1.0848 -0.191 -0.202 -0.230 0.189
C -2.2080 0.1252 0.3914 -0.129 0.218 0.259 -0.263
H 1.3250 -1.2510 0.3403 0.210 -0.001 0.185 0.188
H -0.8535 -1.4023 -2.1847 -0.100 0.261 -0.093 0.195
H 3.2739 0.2360 0.3438 -0.044 0.201 0.019 0.219
C 2.2850 0.6907 0.4648 0.043 0.086 -0.044 -0.642
C 1.2542 -0.2439 -0.0693 -0.121 -0.110 0.012 -0.212
C 0.2220 -0.1232 -0.8734 0.069 -0.511 0.289 -0.141
H 2.2762 1.6850 0.0147 -0.051 -0.136 -0.004 0.218
H -3.1024 -0.1799 0.9405 0.143 0.118 -0.148 0.196
H -2.3532 1.1135 -0.0702 0.004 -0.192 0.151 0.184
H 2.1067 0.7827 1.5441 0.147 0.121 -0.144 0.219

=====

14
Properties=species:S:1:pos:R:3:forces:R:3:nbo_charge:R:1 method="wB97M-V/def2-TZVPD" charge=0 lumo_energy_ev=1.13 relative_energy_kcal_mol=19.3 smiles="C[C@H]1CC=CO1"
H -1.5256 -1.3415 0.7780 -0.006 0.051 -0.135 0.211
O 0.8701 -1.0065 -0.4110 0.032 -0.016 0.036 -0.505
H -0.4334 1.9660 -0.1526 0.072 -0.154 0.052 0.217
H -2.4494 -0.4553 -0.4598 0.151 -0.077 0.032 0.213
C -0.0990 1.0437 0.3345 -0.104 0.010 -0.008 -0.450
H 1.9894 1.7345 1.0605 -0.066 -0.146 -0.061 0.223
H 2.8064 -0.6562 0.2119 -0.128 0.097 0.000 0.200
H -0.3203 0.1337 -1.6245 0.006 -0.043 0.120 0.174
C 1.3914 0.9772 0.5716 0.072 -0.130 -0.025 -0.322
H -0.6565 0.9526 1.2789 0.063 -0.004 -0.135 0.202
C -0.3118 -0.1863 -0.5730 -0.215 0.104 -0.039 0.098
C 1.8195 -0.2114 0.1566 0.149 0.184 0.076 0.139
H -1.5466 -1.9230 -0.9000 -0.018 0.138 0.078 0.221
C -1.5340 -1.0275 -0.2711 -0.009 -0.015 0.009 -0.620

=====

14
Properties=species:S:1:pos:R:3:forces:R:3:nbo_charge:R:1 method="wB97M-V/def2-TZVPD" charge=0 lumo_energy_ev=1.01 relative_energy_kcal_mol=99.7
C -0.2115 -1.3282 -0.0540 -0.132 -0.093 0.053 -0.069
H -0.7443 -1.6251 -0.9569 0.054 0.006 0.143 0.212
C -0.2897 1.0552 0.5649 0.043 0.078 -0.018 -0.437
H 1.6329 0.3824 -2.2370 -0.174 0.028 0.041 0.129
H -2.0348 -0.2745 0.4760 0.149 -0.013 0.027 0.226
H -0.9610 -0.5814 1.8397 -0.005 0.040 -0.137 0.212
C 0.6484 0.3930 -1.7365 0.278 0.106 0.093 -0.261
H 0.0224 1.4885 1.5197 -0.031 -0.042 -0.135 0.210
H -0.9529 1.7631 0.0615 0.107 -0.083 0.054 0.232
C 0.9042 0.7694 -0.3271 -0.075 0.117 0.076 0.002
H 1.8611 1.1618 0.0295 -0.130 -0.043 -0.101 0.185
C -0.9871 -0.3060 0.7820 -0.086 -0.071 0.026 -0.432
H 0.0950 -2.2063 0.5195 -0.032 0.103 -0.066 0.194
O 1.0174 -0.6919 -0.4812 0.035 -0.131 -0.057 -0.404

=====

14
Properties=species:S:1:pos:R:3:forces:R:3:nbo_charge:R:1 method="wB97M-V/def2-TZVPD" charge=0 lumo_energy_ev="-0.35 / -0.35" relative_energy_kcal_mol=111.1
C 1.1914 -0.5775 -0.3630 -0.158 -0.201 -0.073 -0.084
H -1.8772 1.6021 -1.4559 0.023 0.203 0.438 0.126
H 0.0554 0.9562 2.2924 0.063 0.443 -0.218 0.188
C 0.0678 -1.5878 -0.3611 0.451 -0.450 -0.298 -0.631
C -0.9062 1.3349 0.3828 0.056 -0.047 -0.379 -0.543
C -1.2750 0.8725 -0.8895 0.315 0.533 0.138 -0.270
C 0.0597 0.7627 1.2187 0.279 0.224 -0.046 0.357
H -0.7719 -1.0803 0.0833 -0.474 -0.247 -0.411 0.240
H -0.1496 -1.8843 -1.3915 -0.234 0.008 0.306 0.230
H 1.0501 0.1690 -1.1609 -0.083 -0.145 0.267 0.215
H 2.1928 -1.0085 -0.4148 -0.139 0.079 0.066 0.196
O 1.1302 0.0751 0.9225 -0.235 0.073 0.242 -0.434
H 0.2670 -2.4590 0.2576 0.432 -0.183 -0.048 0.198
H -1.3086 2.2307 0.8769 -0.296 -0.291 0.015 0.212

=====

14
Properties=species:S:1:pos:R:3:forces:R:3:nbo_charge:R:1 method="wB97M-V/def2-TZVPD" charge=0 lumo_energy_ev=1.13 relative_energy_kcal_mol=74.8
H 1.2176 -1.9760 -1.6069 -0.147 0.023 0.090 0.199
H 1.0658 0.8470 0.3541 -0.077 0.179 -0.051 0.206
C 0.4066 1.6122 -0.0511 -0.002 0.121 0.023 -0.402
H 1.1962 3.2208 1.0684 -0.098 -0.074 -0.101 0.192
H -0.1938 3.6393 -0.0774 0.090 -0.131 0.045 0.191
H -1.7354 -1.8456 -1.3876 0.158 0.012 0.092 0.226
C 0.4719 2.8823 0.3313 -0.003 -0.118 -0.031 -0.388
H -0.9497 -2.3332 1.4201 0.028 0.104 -0.099 0.196
C -0.8769 -1.7671 -0.7391 0.091 -0.023 -0.063 -0.362
C 0.4510 -1.8298 -0.8534 0.002 -0.056 -0.215 0.137
C -0.6429 -1.5408 0.7322 -0.232 0.050 0.263 -0.084
O 0.7954 -1.6322 0.4691 0.067 -0.032 -0.006 -0.506
H -0.8890 -0.5522 1.1317 0.020 -0.146 -0.052 0.201
H -0.3167 1.2753 -0.7914 0.103 0.091 0.106 0.194

=====

14
Properties=species:S:1:pos:R:3:forces:R:3:nbo_charge:R:1 method="wB97M-V/def2-TZVPD" charge=0 lumo_energy_ev=0.98 relative_energy_kcal_mol=42.0 smiles="C=CC/C=C/O"
H -0.9357 -0.9603 1.8280 0.058 -0.066 -0.197 0.199
C -1.2888 0.0358 -0.1487 0.073 0.039 -0.056 -0.463
O 1.6818 -0.9622 1.9429 -0.050 -0.241 0.251 -0.681
C -0.4737 1.0063 -0.9577 0.228 -0.047 -0.178 -0.169
H 1.4733 0.3566 0.4224 -0.231 -0.189 0.119 0.191
C -0.4452 -0.4009 1.0293 0.166 -0.119 0.064 -0.309
H -1.5085 -0.8695 -0.7372 -0.021 0.281 0.016 0.212
H -2.2544 0.4520 0.1653 0.240 -0.011 0.010 0.217
H 1.2124 -1.7811 2.1419 0.171 0.083 0.332 0.475
C 0.4445 0.5877 -1.8240 -0.222 0.104 -0.075 -0.409
C 0.8829 -0.2776 1.0775 -0.160 0.108 -0.143 0.143
H 1.1981 1.2492 -2.2421 -0.264 -0.005 -0.122 0.202
H 0.5049 -0.4676 -2.0948 0.036 0.207 0.066 0.191
H -0.5021 2.0525 -0.6523 -0.023 -0.146 -0.086 0.202

=====

14
Properties=species:S:1:pos:R:3:forces:R:3:nbo_charge:R:1 method="wB97M-V/def2-TZVPD" charge=0 lumo_energy_ev=0.98 relative_energy_kcal_mol=27.7 smiles="O=CC1CCC1"
C -0.3435 1.1016 -0.0589 -0.102 0.174 0.049 -0.378
C -0.1093 -0.6608 1.8056 -0.254 -0.091 -0.030 0.448
C -0.1637 0.4406 -1.4418 -0.026 0.044 -0.177 -0.399
O -1.2116 -1.1587 1.7989 0.413 0.161 0.048 -0.528
H 0.0293 2.1212 0.0714 -0.058 -0.160 -0.027 0.208
C 0.3298 -0.8370 -0.7319 0.031 -0.205 -0.066 -0.384
H -1.3776 1.0456 0.2930 0.141 0.011 -0.071 0.218
H 1.5398 0.2666 0.7736 -0.152 -0.050 -0.025 0.209
H 1.2256 -1.3259 -1.1244 -0.140 0.088 0.043 0.207
C 0.5051 -0.0341 0.5825 0.038 -0.042 0.125 -0.339
H -0.4654 -1.5776 -0.6135 0.092 0.103 -0.037 0.223
H -1.0632 0.3426 -2.0561 0.159 0.029 0.074 0.207
H 0.4855 -0.6414 2.7405 -0.042 -0.012 -0.009 0.108
H 0.6193 0.9173 -2.0388 -0.099 -0.050 0.103 0.201

=====

14
Properties=species:S:1:pos:R:3:forces:R:3:nbo_charge:R:1 method="wB97M-V/def2-TZVPD" charge=0 lumo_energy_ev="0.63 / 0.51" relative_energy_kcal_mol=130.9
C 0.7576 -1.2583 -0.2629 0.023 -0.197 0.176 -0.135
H 0.9897 1.6673 0.8286 -0.097 -0.126 -0.088 0.221
H 1.4599 -0.6735 1.6549 -0.101 0.015 -0.108 0.226
H -1.1241 2.0365 -0.4585 0.025 -0.138 0.046 0.228
C -0.9594 1.0312 -0.0570 -0.044 -0.005 -0.026 -0.502
C 0.5465 -0.5638 1.0613 0.024 -0.024 -0.007 -0.476
C 0.4523 0.8198 0.4085 -0.069 0.170 0.254 -0.375
H -1.7692 0.8267 0.6686 0.138 -0.026 -0.081 0.176
O -0.2526 -1.0435 -1.1993 -0.091 0.118 -0.017 -0.390
H -1.2594 0.3373 -2.2090 0.046 -0.011 0.133 0.182
H -0.3167 -0.8804 1.6656 0.099 0.073 -0.080 0.194
H 1.0906 -2.2934 -0.3486 -0.036 0.127 0.030 0.196
C -0.8749 0.0986 -1.2195 0.026 0.053 -0.110 0.225
H 1.3006 -0.0234 -0.5211 0.057 -0.029 -0.120 0.232

=====

14
Properties=species:S:1:pos:R:3:forces:R:3:nbo_charge:R:1 method="wB97M-V/def2-TZVPD" charge=0 lumo_energy_ev=1.25 relative_energy_kcal_mol=54.1 smiles=C1CC1[C@H]1CO1
H 1.2170 1.8825 -1.0609 0.030 -0.134 -0.067 0.176
H 1.1003 -0.6852 1.9882 -0.134 -0.063 0.035 0.215
H -1.0270 -0.2126 -1.5732 0.061 0.002 0.047 0.188
C -1.0506 -0.7193 1.3364 -0.230 -0.011 0.036 -0.410
H 0.7425 -1.6904 0.5043 0.060 0.118 0.144 0.223
H 0.5389 1.4460 -2.7117 -0.109 0.061 0.018 0.181
H -0.1585 1.2356 0.9044 0.106 -0.140 0.005 0.215
H -1.7298 -1.4297 0.8766 0.132 0.051 -0.015 0.214
C -0.2701 0.2410 0.4817 0.141 0.192 -0.004 -0.273
H -1.3860 -0.3234 2.2889 -0.104 -0.053 -0.147 0.215
C 0.7003 1.1500 -1.6806 -0.042 0.314 -0.175 -0.100
C 0.4221 -0.8970 1.1716 0.191 -0.138 0.119 -0.399
O 1.0897 -0.1965 -1.5115 0.169 -0.240 -0.130 -0.491
C -0.1887 0.1990 -1.0141 -0.272 0.041 0.134 0.046

=====

14
Properties=species:S:1:pos:R:3:forces:R:3:nbo_charge:R:1 method="wB97M-V/def2-TZVPD" charge=0 lumo_energy_ev=0.39 relative_energy_kcal_mol=41.4
C -0.7691 0.2864 0.8183 0.129 0.089 -0.115 -0.050
H -0.2434 0.1051 -2.5319 -0.439 -0.235 -0.354 0.206
H 2.0068 -0.8324 1.9523 0.360 0.124 -0.140 0.119
O 1.5736 -1.3513 0.0622 0.163 0.144 0.244 -0.547
C 0.4908 0.4757 1.2402 -0.272 -0.279 0.244 -0.359
H -2.1451 -0.2182 -0.7406 0.237 -0.011 -0.065 0.212
H 0.6960 1.2087 2.0104 0.044 -0.461 0.442 0.216
H -0.3555 1.4901 -1.4506 0.656 -0.495 0.050 0.200
C -0.1384 0.4054 -1.4992 -0.688 0.190 -0.288 -0.604
H -1.5541 0.6834 1.4555 -0.176 0.397 -0.477 0.207
C 1.4723 -0.6026 1.0088 0.010 -0.206 0.142 0.390
C -1.0770 -0.3271 -0.5218 0.042 -0.057 0.158 -0.472
H 0.8539 0.0638 -1.2172 0.057 0.844 -0.117 0.239
H -0.8107 -1.3871 -0.5865 -0.123 -0.044 0.277 0.242